{
  "formula": "C12H23F3NO5P2SZr",
  "method": "ωB97M-V/def2-TZVPD",
  "relative_energy_kj_mol": 0.0,
  "orbital_gap_ev": 4.4,
  "total_charge": 3,
  "multiplicity": 1,
  "e_tot_ha": -2328.46110,
  "homo_ev": -18.9,
  "species": ["Zr", "S", "P", "P", "F", "F", "F", "O", "O", "O", "O", "O", "N", "C", "C", "C", "C", "C", "C", "C", "C", "C", "C", "C", "C", "H", "H", "H", "H", "H", "H", "H", "H", "H", "H", "H", "H", "H", "H", "H", "H", "H", "H", "H", "H", "H", "H", "H"],
  "positions_angstrom": [[0.138050, 0.125998, 1.077371], [-0.648759, 0.758522, 3.701811], [2.522854, -0.735252, 0.320168], [-2.412757, -0.014353, 0.219468], [1.495413, 2.224825, 4.127029], [-0.379381, 3.036068, 4.945726], [0.639757, 1.381915, 5.985278], [0.285162, -0.341455, 3.266030], [-0.318499, -3.429177, -0.928437], [-1.828098, -2.230787, -2.914220], [-0.800807, 1.608569, 2.451844], [-1.857390, 0.423646, 4.379141], [0.335163, 0.893579, -1.054768], [-2.070854, 0.507920, -1.440379], [-0.801543, 1.006924, -1.857037], [0.585069, 2.007468, -3.591147], [0.350282, 1.913197, 4.777824], [1.711914, 1.761435, -2.807151], [1.563594, 1.134018, -1.575912], [2.984955, -2.090162, -0.797588], [2.792173, 0.729311, -0.772184], [-3.568000, -1.425114, 0.187734], [-3.449364, 1.334583, 0.901109], [3.940735, -0.634808, 1.448803], [-0.652239, 1.606633, -3.129127], [-4.464541, -1.157016, -0.392002], [3.787335, 0.209443, 2.138999], [-2.316142, -2.484151, -3.715682], [-4.411239, 1.342292, 0.365349], [-2.025708, -1.281703, -2.772562], [3.978766, -1.567671, 2.030816], [2.259575, -2.149196, -1.621263], [-0.154262, -1.642096, 0.845171], [2.713575, 2.038121, -3.130317], [-0.398911, -2.794687, -0.161720], [-1.558377, 1.736391, -3.716201], [-2.919672, 0.658470, -2.122127], [-2.927966, 2.287361, 0.736034], [-3.864133, -1.690568, 1.216577], [4.009951, -1.938565, -1.174786], [3.161855, 1.563506, -0.153481], [4.878494, -0.510525, 0.881302], [-3.614747, 1.200094, 1.980340], [3.609447, 0.452965, -1.451270], [2.925761, -3.029996, -0.231798], [0.684690, 2.509583, -4.551846], [-0.846144, -3.013565, -1.656491], [-3.065046, -2.291987, -0.264434]],
  "atomic_forces_ev_per_a": [[-0.367, -0.272, 2.284], [-0.584, 0.745, 1.866], [1.374, -0.518, -0.349], [-0.480, -1.112, 2.050], [-0.955, -0.498, 0.320], [0.704, -1.485, -0.410], [-0.540, 0.403, -2.046], [-0.454, 0.316, -1.044], [-0.376, 1.693, 0.511], [-0.360, 1.214, -0.030], [0.305, -1.008, -0.768], [1.120, 0.007, -0.891], [0.863, -0.698, -0.596], [0.955, 2.035, -1.177], [-0.440, 0.040, 0.093], [1.330, 0.499, -0.124], [0.655, 1.238, 1.811], [-0.784, 0.607, -1.838], [-0.787, -0.827, 2.417], [-0.669, -0.313, -0.048], [-0.348, 0.485, -0.248], [0.269, -0.467, -0.514], [-0.034, 0.896, -0.774], [-0.227, 0.244, 0.433], [-1.213, -0.434, 0.111], [0.246, -0.062, 0.184], [0.289, -0.290, -0.103], [0.098, -0.113, 0.186], [0.252, 0.012, 0.228], [0.059, -1.089, -0.583], [0.048, 0.283, -0.131], [0.243, -0.157, 0.157], [-0.079, 0.463, 0.221], [-0.181, -0.031, -0.128], [0.047, -1.320, -1.243], [0.224, 0.023, -0.186], [0.337, -0.232, -0.163], [-0.287, -0.107, 0.231], [0.227, 0.308, -0.252], [-0.368, 0.043, 0.223], [-0.123, 0.018, -0.241], [-0.379, -0.050, 0.200], [0.243, -0.278, -0.290], [-0.129, 0.321, -0.027], [0.033, 0.151, -0.227], [-0.042, -0.118, 0.125], [0.510, -0.705, 0.671], [-0.225, 0.135, 0.105]]
}